Entry 1:
{"formula": "C3MgO2", "method": "ωB97M-V/def2-TZVPD", "symbols": ["Mg", "O", "O", "C", "C", "C"], "coordinates": [[1.38, 0.93, -0.86], [-1.56, 1.18, 1.45], [0.80, -0.75, -1.67], [-0.93, 0.21, 1.23], [0.17, -0.35, 0.51], [0.13, -1.22, -0.65]], "lumo_energy_ev": [-1.6, -1.3], "homo_ev": [-8.6, -7.1], "energy_ha": -464.7444, "orbital_gap_ev": [6.97, 5.79], "de_lowest_kcal_mol": 0.0, "fmax_ev_per_a": 4.81}

=====

Entry 2:
{"formula": "C3MgO6Tl", "method": "ωB97M-V/def2-TZVPD", "symbols": ["Tl", "Mg", "O", "O", "O", "O", "O", "O", "C", "C", "C"], "coordinates": [[-4.03, -0.95, -0.17], [1.38, 1.67, 1.30], [-0.04, 2.35, -0.11], [-1.55, -0.66, 0.21], [3.05, -1.96, -0.59], [0.97, 0.48, -0.39], [4.31, -0.28, -1.51], [-2.64, 0.96, -0.77], [3.48, -0.98, -1.08], [-1.57, 0.36, -0.52], [-0.08, 1.19, -0.59]], "lumo_energy_ev": [-0.6, -0.8], "homo_ev": [-6.8, -9.6], "energy_ha": -938.3819, "multiplicity": 2, "s_squared": 0.75, "orbital_gap_ev": [6.21, 8.78], "de_lowest_kcal_mol": 14.9, "fmax_ev_per_a": 3.57}

=====

Entry 3:
{"formula": "C3O3", "method": "ωB97M-V/def2-TZVPD", "symbols": ["O", "O", "O", "C", "C", "C"], "coordinates": [[-0.21, 0.86, 0.44], [1.15, 2.64, 0.18], [-0.94, -2.72, -0.56], [1.12, 1.38, -0.02], [-0.62, -1.51, -0.31], [-0.50, -0.45, 0.29]], "lumo_energy_ev": 7.4, "homo_ev": 2.1, "energy_ha": -339.8455, "total_charge": -2, "orbital_gap_ev": 5.30, "fmax_ev_per_a": 3.21}

=====

Entry 4:
{"formula": "C40H100MgN6O8", "method": "ωB97M-V/def2-TZVPD", "symbols": ["Mg", "O", "O", "O", "O", "O", "O", "O", "O", "N", "N", "N", "N", "N", "N", "C", "C", "C", "C", "C", "C", "C", "C", "C", "C", "C", "C", "C", "C", "C", "C", "C", "C", "C", "C", "C", "C", "C", "C", "C", "C", "C", "C", "C", "C", "C", "C", "C", "C", "C", "C", "C", "C", "C", "C", "H", "H", "H", "H", "H", "H", "H", "H", "H", "H", "H", "H", "H", "H", "H", "H", "H", "H", "H", "H", "H", "H", "H", "H", "H", "H", "H", "H", "H", "H", "H", "H", "H", "H", "H", "H", "H", "H", "H", "H", "H", "H", "H", "H", "H", "H", "H", "H", "H", "H", "H", "H", "H", "H", "H", "H", "H", "H", "H", "H", "H", "H", "H", "H", "H", "H", "H", "H", "H", "H", "H", "H", "H", "H", "H", "H", "H", "H", "H", "H", "H", "H", "H", "H", "H", "H", "H", "H", "H", "H", "H", "H", "H", "H", "H", "H", "H", "H", "H", "H"], "coordinates": [[-3.69, -1.80, 1.47], [-4.82, -1.98, -0.13], [-0.35, 0.12, 6.71], [1.82, -4.62, 0.17], [-5.44, -3.94, -0.92], [-3.93, -3.61, 0.70], [-1.77, 2.93, -1.69], [-2.04, -1.27, 0.47], [2.42, -2.53, -2.60], [3.73, 5.77, 1.08], [-1.24, 2.07, 4.55], [-1.74, -4.04, -3.23], [0.31, -4.63, 2.82], [3.58, 0.11, -1.92], [-4.63, 1.84, -1.90], [-1.69, 2.76, 3.29], [-1.64, -1.33, -4.65], [3.98, 7.03, 1.90], [-2.33, -3.87, -4.67], [-1.02, -1.53, -3.22], [0.85, 3.09, 0.84], [1.61, -3.90, 2.47], [3.21, -0.34, -3.36], [-4.14, 3.16, -2.49], [5.40, 7.59, 1.90], [-1.91, 2.93, 5.63], [-2.60, 3.40, -2.72], [4.93, 4.71, 1.18], [2.35, 5.14, 1.44], [6.28, 5.54, 1.01], [-3.94, 0.72, -2.65], [-0.29, -3.79, 4.02], [3.63, 6.20, -0.40], [-0.88, -0.53, 0.60], [-0.75, -4.60, 1.66], [2.50, -4.44, 1.35], [1.93, 4.03, 0.40], [-1.67, -2.67, -2.42], [-1.51, -2.71, -5.32], [0.26, 2.19, 4.57], [6.49, 6.60, 2.10], [-2.63, -6.45, -2.90], [2.32, 0.28, -1.11], [-0.26, -4.56, -3.37], [4.18, 1.50, -2.07], [-4.71, -3.21, -0.18], [-4.34, 1.86, -0.44], [4.47, -0.84, -1.16], [-6.17, 1.80, -2.09], [-1.61, -0.02, 6.12], [0.54, -6.06, 3.25], [-3.50, -7.18, -1.87], [-2.57, -5.03, -2.39], [-1.64, 0.57, 4.69], [2.96, -1.87, -3.69], [2.54, 4.66, 2.40], [2.66, 6.59, -0.71], [0.43, 2.60, -0.03], [2.72, 3.55, -0.17], [-2.04, 3.98, 5.39], [-1.65, -6.91, -3.03], [1.60, 5.91, 1.58], [-2.64, 0.63, 4.26], [-4.18, 0.97, -3.69], [2.55, 0.76, -0.16], [-5.89, -3.22, -1.36], [1.14, -6.09, 4.16], [-0.40, -5.32, -4.15], [0.39, 3.26, 4.71], [-1.30, 3.00, 6.53], [-0.45, -6.41, 3.53], [-2.41, 4.46, -2.91], [3.04, -5.34, 1.65], [2.89, -3.35, -2.47], [-0.31, -0.56, -0.33], [-0.86, 2.97, -2.00], [-3.35, -3.50, -4.61], [3.66, 6.76, 2.90], [-1.66, -4.98, 2.13], [-4.37, -6.65, -1.46], [-3.01, -6.57, -3.92], [-6.61, 2.61, -1.52], [-2.86, -7.43, -1.02], [-2.35, 2.89, -3.65], [2.30, -2.00, -4.55], [-2.63, -2.25, -2.11], [1.39, -2.83, 2.46], [-1.15, 3.69, 3.12], [-1.85, -2.60, -6.35], [1.16, -6.52, 2.48], [2.30, -3.91, 3.31], [4.92, 4.22, 2.15], [0.75, 1.82, 3.67], [0.06, -1.67, -3.27], [-2.86, 0.58, -2.55], [-0.99, -0.62, -2.61], [4.63, 3.96, 0.45], [3.20, -3.68, 1.01], [1.12, 2.19, 1.39], [-6.51, 1.82, -3.13], [-2.92, 2.51, 5.71], [6.50, 6.21, 3.12], [-1.08, 0.47, 0.97], [-4.64, 2.81, 0.00], [-2.78, 2.83, 3.32], [-6.41, 0.84, -1.64], [3.87, 5.37, -1.06], [-0.45, -5.30, 0.87], [1.50, 4.68, -0.37], [-4.45, 3.98, -1.85], [-2.22, -4.80, -5.22], [-4.02, -8.03, -2.32], [4.39, 1.82, -1.05], [3.95, -2.23, -3.98], [5.33, 8.25, 2.77], [0.05, 3.69, 1.28], [7.40, 7.14, 1.86], [0.82, 1.69, 5.36], [3.29, 7.73, 1.42], [0.46, -3.85, -3.77], [-1.14, -2.87, -1.48], [4.45, 6.90, -0.57], [-3.51, -4.48, -2.30], [-4.87, 0.98, -0.07], [-0.47, -2.74, 3.77], [-1.23, -4.18, 4.41], [-1.79, -1.07, 5.87], [-0.57, -3.18, -5.60], [-1.09, -0.06, 3.99], [-4.49, -0.20, -2.45], [1.65, 0.97, -1.63], [5.03, 1.59, -2.74], [-1.18, -0.54, -5.24], [-0.11, -4.99, -2.38], [0.43, -3.83, 4.83], [5.30, -1.25, -1.75], [3.34, 2.14, -2.34], [4.05, -0.08, -4.00], [1.85, -0.68, -0.90], [-2.46, 0.28, 6.74], [2.47, -4.53, -0.52], [4.94, -0.19, -0.42], [2.44, 0.27, -3.84], [5.61, 8.31, 1.10], [6.33, 5.90, -0.02], [-0.84, -3.55, 1.38], [3.81, -1.56, -0.68], [-0.31, -0.95, 1.43], [6.96, 4.70, 1.15], [-4.63, 3.23, -3.46], [-3.28, 1.68, -0.28], [-2.69, -1.04, -4.56], [-2.14, -5.07, -1.39], [-0.42, 0.12, 7.67], [-1.38, 2.10, 2.48]], "lumo_energy_ev": [-18.0, -20.7], "homo_ev": [-23.9, -23.9], "energy_ha": -2711.3377, "multiplicity": 2, "total_charge": 7, "s_squared": 0.75, "orbital_gap_ev": [5.89, 3.14], "fmax_ev_per_a": 5.65}

=====

Entry 5:
{"formula": "C40H100N4O16", "method": "ωB97M-V/def2-TZVPD", "symbols": ["O", "O", "O", "O", "O", "O", "O", "O", "O", "O", "O", "O", "O", "O", "O", "O", "N", "N", "N", "N", "C", "C", "C", "C", "C", "C", "C", "C", "C", "C", "C", "C", "C", "C", "C", "C", "C", "C", "C", "C", "C", "C", "C", "C", "C", "C", "C", "C", "C", "C", "C", "C", "C", "C", "C", "C", "C", "C", "C", "C", "H", "H", "H", "H", "H", "H", "H", "H", "H", "H", "H", "H", "H", "H", "H", "H", "H", "H", "H", "H", "H", "H", "H", "H", "H", "H", "H", "H", "H", "H", "H", "H", "H", "H", "H", "H", "H", "H", "H", "H", "H", "H", "H", "H", "H", "H", "H", "H", "H", "H", "H", "H", "H", "H", "H", "H", "H", "H", "H", "H", "H", "H", "H", "H", "H", "H", "H", "H", "H", "H", "H", "H", "H", "H", "H", "H", "H", "H", "H", "H", "H", "H", "H", "H", "H", "H", "H", "H", "H", "H", "H", "H", "H", "H", "H", "H", "H", "H", "H", "H"], "coordinates": [[-7.48, 2.83, -14.89], [-4.59, 8.03, -18.48], [-12.70, 11.61, -17.77], [-12.59, 11.20, -14.75], [-8.38, 8.13, -15.50], [-4.02, 10.59, -14.58], [-15.29, 4.39, -17.75], [-10.82, 8.15, -7.11], [-11.73, -0.80, -17.58], [-10.06, 9.37, -3.82], [-8.30, 3.92, -10.43], [-10.31, 0.99, -16.02], [-12.64, 10.84, -21.25], [-20.05, 6.51, -18.59], [-11.16, 7.49, -9.88], [-18.06, 4.81, -18.19], [-2.85, 13.12, -14.47], [-7.14, 2.96, -8.22], [-6.17, 5.67, -20.94], [-11.79, 6.73, -15.40], [-11.58, 1.31, -16.49], [-9.43, 4.06, -11.24], [-10.40, 10.50, -3.04], [-3.98, 9.39, -15.30], [-12.07, 7.15, -8.89], [-4.58, 11.66, -15.31], [-5.98, 5.10, -8.75], [-6.40, 2.69, -14.02], [-13.26, 11.40, -19.06], [-11.44, 10.54, -15.26], [-17.45, 3.52, -18.22], [-14.14, 4.41, -16.94], [-10.40, 6.92, -14.96], [-12.34, -2.07, -17.64], [-8.41, 4.78, -9.30], [-5.32, 6.94, -18.99], [-11.67, 10.42, -22.18], [-19.67, 6.28, -17.26], [-3.39, 8.30, -19.17], [-6.81, 8.00, -20.72], [-12.41, 0.09, -16.72], [-7.69, 8.93, -16.44], [-5.69, 6.98, -20.46], [-4.28, 12.94, -14.61], [-20.73, 7.72, -18.75], [-8.33, 1.72, -14.89], [-13.01, 12.34, -15.46], [-18.97, 4.96, -17.15], [-13.62, 12.10, -16.83], [-9.88, 5.60, -14.43], [-4.85, 14.10, -15.42], [-12.11, 11.06, -19.95], [-16.24, 3.45, -17.31], [-10.60, 9.45, -5.13], [-10.39, 8.10, -5.77], [-9.60, 2.12, -15.57], [-7.30, 4.42, -8.34], [-9.54, 7.53, -16.04], [-11.35, 6.94, -7.58], [-11.77, 7.92, -11.08], [-8.57, 1.40, -13.86], [-18.17, 2.78, -17.88], [-6.15, 2.79, -8.08], [-11.40, 11.89, -20.06], [-9.86, 11.37, -3.43], [-7.91, 0.86, -15.42], [-4.99, 9.06, -15.55], [-4.56, 14.04, -16.47], [-13.67, 3.41, -16.90], [-4.87, 7.19, -21.15], [-2.46, 12.38, -13.89], [-5.66, 3.48, -14.13], [-5.94, 14.15, -15.39], [-20.72, 7.98, -19.81], [-13.84, 12.77, -14.88], [-12.24, 7.07, -11.59], [-18.95, 7.08, -17.02], [-10.06, 8.30, -16.63], [-11.57, 10.18, -19.59], [-17.11, 3.44, -19.25], [-19.69, 4.13, -17.04], [-10.54, 6.22, -7.77], [-9.77, 4.89, -15.25], [-12.68, -0.41, -15.79], [-21.76, 7.68, -18.39], [-12.06, 7.51, -16.00], [-6.25, 6.89, -18.42], [-10.35, 3.75, -10.74], [-6.47, 8.88, -21.29], [-18.44, 4.93, -16.18], [-5.76, 5.11, -9.82], [-15.81, 2.44, -17.36], [-3.62, 8.72, -20.15], [-3.33, 9.48, -16.17], [-11.59, 9.46, -15.27], [-9.38, 4.60, -8.84], [-12.20, 9.89, -22.97], [-4.52, 15.07, -15.03], [-11.15, 11.29, -22.60], [-14.00, 13.08, -17.18], [-4.81, 6.00, -18.73], [-3.50, 8.58, -14.74], [-7.28, 2.64, -9.18], [-8.38, 9.47, -17.10], [-11.48, 10.61, -2.99], [-11.12, 10.91, -16.23], [-8.87, 5.72, -14.03], [-14.50, 11.46, -16.70], [-12.89, 7.87, -8.74], [-11.91, 5.91, -15.98], [-9.97, 10.18, -5.68], [-5.99, 6.18, -8.53], [-5.42, 4.99, -20.88], [-5.11, 4.71, -8.22], [-10.98, 8.28, -11.74], [-11.77, -2.64, -18.37], [-9.24, 6.72, -16.72], [-4.16, 11.66, -16.32], [-12.53, 6.17, -9.12], [-4.77, 12.94, -13.63], [-10.88, 7.31, -5.19], [-6.71, 2.72, -12.97], [-7.47, 4.94, -7.39], [-13.31, 0.43, -17.26], [-10.58, 5.25, -13.68], [-13.33, -1.98, -18.13], [-8.32, 5.83, -9.61], [-11.55, 1.97, -17.37], [-20.23, 8.52, -18.18], [-13.40, 5.05, -17.41], [-7.59, 7.60, -21.37], [-13.95, 10.55, -19.05], [-2.58, 13.99, -14.02], [-5.82, 1.77, -14.18], [-10.90, 9.78, -21.72], [-2.80, 7.38, -19.33], [-12.12, 1.94, -15.75], [-20.53, 6.35, -16.58], [-13.80, 12.30, -19.37], [-12.35, -2.54, -16.66], [-9.65, 5.11, -11.50], [-9.95, 10.34, -2.06], [-6.99, 8.34, -17.05], [-5.67, 11.54, -15.37], [-9.27, 3.51, -12.16], [-12.01, 6.43, -6.86], [-10.40, 7.61, -14.10], [-10.23, 2.80, -14.99], [-14.35, 4.77, -15.93], [-7.17, 9.65, -15.81], [-9.26, 2.72, -16.44], [-10.62, 10.71, -14.55], [-7.22, 8.43, -19.81], [-16.51, 3.65, -16.26], [-12.51, 8.70, -10.90], [-11.63, 9.82, -5.17], [-12.24, 13.12, -15.45], [-9.32, 7.83, -5.71], [-6.92, 5.31, -20.35], [-2.72, 8.86, -18.52]], "lumo_energy_ev": 0.4, "homo_ev": -9.1, "energy_ha": -3006.5314, "smiles": "COC[C@H](C)N.COC[C@H](C)N.COC[C@H](C)N.COC[C@H](C)N.COCCOCCOC.COCCOCCOC.COCCOCCOC.COCCOCCOC", "orbital_gap_ev": 9.51, "de_lowest_kcal_mol": 0.0, "fmax_ev_per_a": 1.72}

=====

Q: What is the formula in the fifth record?
A: C40H100N4O16

=====

Q: What is the formula in the fifth record?
A: C40H100N4O16